Molecular formula: C31H30LuN19O4S2
Method: DFT, the ωB97M-V functional and the def2-TZVPD basis

Summary:
- Lowest unoccupied orbital energy: 2.60 eV
- Net charge: -2
- Relative energy (zero: lowest compared OMol25 entry of this formula, charge and spin): 98.0 kcal per mole
- HOMO level: -3.06 eV
- Multiplicity: 1
- HOMO-LUMO gap: 5.665 eV

Each line ends with the Löwdin charge.
Cartesian coordinates (Å):
1 Lu -0.77348 -1.32582 -1.02530  1.4691
2 S -0.23323 -4.06748 -0.60869  0.4655
3 S 6.08730 -6.08124 -3.09387  0.4580
4 O 4.83016 -6.35701 -3.82665  -0.4147
5 O -0.36527 0.44168 0.07624  -0.3049
6 O 6.11137 -6.59932 -1.70745  -0.3740
7 O 7.20385 -6.11875 -4.05297  -0.3884
8 N 0.59919 -1.22386 -3.10999  -0.0599
9 N -4.51754 -3.38652 -2.49094  0.0083
10 N 4.74543 -3.67848 -3.17209  0.1517
11 N -2.10378 -1.23093 2.09623  -0.0671
12 N -2.11064 0.88419 -2.23142  0.0540
13 N -4.25548 -1.73373 1.91789  -0.0046
14 N -3.43458 4.33625 5.18481  -0.1287
15 N -0.24779 3.65185 -5.80052  0.1420
16 N -2.54045 -2.31443 -2.02653  -0.1774
17 N 2.06674 -2.61491 -0.31275  -0.0563
18 N 1.31137 -1.47777 0.05807  -0.1206
19 N 2.37099 -4.69049 -1.16458  0.0699
20 N -2.52978 -2.86607 -3.26939  -0.1208
21 N -3.62307 -3.50121 -3.50193  -0.1322
22 N -4.30476 -2.44556 -0.32992  0.1131
23 N 7.01069 -3.70406 -2.51272  0.1131
24 N -2.29561 -1.56911 0.74773  -0.1116
25 N -3.26900 -1.22994 2.69521  -0.1340
26 N -2.11553 2.03730 4.63539  -0.1336
27 C 0.39187 2.61945 0.88039  -0.0522
28 C 5.78930 -1.63237 -2.59307  -0.0139
29 C 1.00016 -2.29393 -3.80374  -0.1098
30 C 1.74216 0.63148 1.28580  -0.1479
31 C -1.61197 2.68000 -3.79487  -0.1944
32 C 1.48897 -3.72604 -0.70838  -0.9257
33 C -3.55791 1.82430 4.91485  -0.1549
34 C 4.67347 -2.38441 -2.96061  -0.2332
35 C 2.91910 -0.54849 -2.60189  0.0259
36 C -4.30335 3.19844 5.14729  -0.2121
37 C -1.50892 1.33272 -3.39156  -0.0588
38 C 2.54819 1.37265 2.22198  -0.0271
39 C -0.86687 3.25843 -4.88089  -0.1806
40 C -2.80938 4.22849 3.76804  -0.1803
41 C -3.80066 -2.71931 -1.55247  -0.4420
42 C 2.02585 -0.68380 0.91881  -0.0627
43 C -2.25020 4.11462 6.02754  -0.1955
44 C 6.94992 -2.34516 -2.42758  -0.1069
45 C 2.34729 -2.62502 -3.78495  -0.0220
46 C 1.18882 3.29887 1.73929  -0.1374
47 C -1.57078 2.75171 5.81314  -0.1780
48 C 0.51065 1.19981 0.73122  -0.2891
49 C -2.04543 2.96277 3.48141  -0.1838
50 C 2.34284 2.73481 2.34025  -0.1119
51 C -3.59797 -1.94734 0.72262  -0.4618
52 C 5.91436 -4.26768 -2.94687  -0.3754
53 C -2.78935 3.35923 -3.30664  -0.0097
54 C -3.48253 2.83271 -2.24037  -0.0979
55 C 3.28344 -1.85000 -3.13216  -0.1309
56 C 1.51975 -0.32373 -2.62968  -0.1729
57 C -3.03740 1.71257 -1.64817  -0.1238
58 H 3.35440 -4.37645 -1.33089  0.0874
59 H 3.63878 0.15417 -2.10549  0.1254
60 H -0.91235 0.62293 -3.99302  0.1163
61 H 0.25518 -2.90051 -4.35961  0.1242
62 H -1.61060 2.11369 6.71804  0.1129
63 H -3.41752 1.38025 -0.62101  0.1490
64 H -1.06030 3.35542 3.17757  0.0880
65 H -3.92629 1.17102 4.06850  0.1109
66 H 3.26307 0.83548 2.72217  0.0748
67 H -4.99593 3.28142 4.26209  0.1140
68 H 5.89724 -0.54514 -2.64664  0.1073
69 H 7.93201 -1.90198 -2.25086  0.1050
70 H -2.13515 5.10762 3.73359  0.1078
71 H 2.70283 -3.51707 -4.29895  0.1244
72 H -3.62401 4.37133 3.06156  0.0996
73 H 1.14747 0.65516 -2.38922  0.0913
74 H 3.00300 -1.01142 1.17581  0.1049
75 H -0.32230 3.08234 0.24996  0.0922
76 H -2.47283 2.48482 2.51416  0.1447
77 H -1.49820 4.91034 5.87375  0.1105
78 H -4.34245 3.31916 -1.73897  0.1224
79 H -3.16394 4.27091 -3.81637  0.1272
80 H 0.91476 4.27741 2.18872  0.1038
81 H 3.08364 3.39238 2.74275  0.0793
82 H -3.50834 1.18589 5.82186  0.1108
83 H 2.07563 -5.19306 -1.98420  0.0747
84 H -5.02752 3.23429 5.97717  0.1054
85 H -5.22366 -2.75636 -0.16330  0.1198
86 H -0.48147 2.84720 5.59465  0.1184
87 H -2.56571 4.24844 7.05357  0.0984

---

Molecular formula: C31H30N10OReS3
Method: DFT, the ωB97M-V functional and the def2-TZVPD basis

Summary:
- Lowest unoccupied orbital energy (spin up / spin down): -6.73 / -6.69 eV
- Net charge: +2
- Expectation value of S²: 0.76
- Relative energy (zero: lowest compared OMol25 entry of this formula, charge and spin): 0.0 kcal per mole
- HOMO level (spin up / spin down): -13.51 / -13.52 eV
- Multiplicity: 2
- HOMO-LUMO gap (spin up / spin down): 6.781 / 6.828 eV

Each line ends with the Löwdin charge.
Cartesian coordinates (Å):
1 Re -1.18755 0.34722 -0.53902  1.1531
2 S -2.16033 -1.23231 0.77011  0.6448
3 S 1.03846 -0.28295 0.25629  0.7329
4 S -1.35689 -1.71185 3.58440  0.9630
5 O -2.45971 1.55190 -1.22364  -0.2360
6 N 1.01756 2.98325 -0.31044  0.2100
7 N 2.25558 3.34014 -4.68194  0.2122
8 N 0.50457 -2.93527 0.10650  0.0699
9 N -1.23287 -0.72041 -2.39114  -0.0580
10 N 0.13616 1.48838 -1.85201  -0.0299
11 N -1.30952 0.68577 2.44487  -0.0326
12 N 1.65060 3.19451 -2.48434  0.1993
13 N -1.46280 1.42289 1.26146  -0.1576
14 N 2.69982 -2.28700 0.09569  0.1646
15 N 0.87079 1.61411 -4.09214  0.2034
16 C 0.77146 -5.04837 -1.08744  -0.0164
17 C 1.58056 2.71832 -3.72619  -0.4035
18 C -2.31802 3.08234 2.80742  0.0165
19 C 3.37011 0.62144 3.26403  -0.0876
20 C 1.17645 1.10876 4.11958  -0.0571
21 C -0.63823 -0.69085 -4.70708  0.0344
22 C -1.97275 2.61262 1.42876  -0.2214
23 C 1.51543 -6.30206 1.28582  -0.0488
24 C 0.93656 2.55916 -1.57022  -0.4306
25 C -2.96544 5.05494 -1.91654  -0.0313
26 C -1.95796 -1.82705 -2.60760  -0.0973
27 C -2.53004 2.88388 -0.99741  -0.2896
28 C 1.41264 -1.97699 0.13502  -0.7263
29 C 1.88240 -1.16936 3.86901  -0.0651
30 C -0.58766 -0.16085 -3.43363  -0.1708
31 C -2.35730 4.83837 0.39307  -0.0110
32 C 0.19076 1.06527 -3.13077  -0.2707
33 C -2.05462 -2.41525 -3.85388  -0.0084
34 C -0.41662 -0.71561 4.78533  -0.3775
35 C -2.68024 5.63583 -0.68060  -0.0424
36 C -1.38464 -1.83961 -4.92187  0.0032
37 C 0.90575 -0.24870 4.23979  -0.3098
38 C 1.08266 -6.40030 -1.08211  -0.0534
39 C 1.45508 -7.02353 0.10101  -0.0518
40 C 1.20093 -4.95104 1.29174  -0.0191
41 C 2.40292 1.54373 3.63492  -0.0754
42 C 3.10798 -0.73823 3.38623  -0.0968
43 C -2.26549 3.44125 0.26634  -0.1144
44 C -1.58196 -0.55587 2.32098  -1.0174
45 C 0.83215 -4.33825 0.10181  -0.2577
46 C -2.89715 3.68714 -2.07369  0.0095
47 H -2.14703 5.30334 1.34569  0.1176
48 H 1.22555 -4.37354 2.20830  0.1155
49 H 0.51157 2.53217 0.43182  0.0584
50 H -1.44749 -2.27457 -5.91011  0.1301
51 H 3.87417 -1.46204 3.13729  0.1060
52 H -0.28873 -1.39491 5.62919  0.0946
53 H 4.33683 0.95987 2.91355  0.1087
54 H -2.78025 4.06165 2.79681  0.0814
55 H -3.01414 2.37759 3.26271  0.1059
56 H 1.69772 -8.07736 0.10034  0.1181
57 H -3.12372 3.21211 -3.01873  0.1288
58 H 1.68921 -2.23054 3.98365  0.1091
59 H -2.72610 6.70894 -0.56049  0.1199
60 H 3.38741 -1.55350 0.14364  0.1122
61 H 2.22190 2.99560 -5.62574  0.1269
62 H 3.00012 -3.24985 0.14414  0.1286
63 H -2.65796 -3.30315 -3.97749  0.1269
64 H -3.24445 5.67780 -2.75572  0.1220
65 H 0.42635 1.82846 4.42411  0.1034
66 H -1.42989 3.09361 3.44029  0.0911
67 H 2.79859 4.15722 -4.45954  0.1292
68 H 1.03721 -6.96721 -2.00183  0.1159
69 H 1.60957 3.77277 -0.11443  0.1331
70 H -0.45732 -2.65310 0.24900  0.0231
71 H -2.48118 -2.23875 -1.75532  0.0903
72 H 2.61140 2.60381 3.56791  0.1074
73 H 1.79977 -6.79243 2.20670  0.1176
74 H -0.09846 -0.19412 -5.49959  0.1261
75 H -1.03860 0.11499 5.11073  0.0876
76 H 0.48832 -4.54438 -2.00335  0.1136

---

Molecular formula: C31H30N3NiP2S
Method: DFT, the ωB97M-V functional and the def2-TZVPD basis

Summary:
- Lowest unoccupied orbital energy: -2.58 eV
- Net charge: +1
- Relative energy (zero: lowest compared OMol25 entry of this formula, charge and spin): 0.0 kcal per mole
- HOMO level: -9.85 eV
- Multiplicity: 1
- HOMO-LUMO gap: 7.261 eV

Each line ends with the Löwdin charge.
Cartesian coordinates (Å):
1 Ni 0.03574 -0.20877 -0.13932  -0.0967
2 S -1.93862 -0.81719 0.67600  0.7514
3 P 0.32393 2.01193 0.24035  1.0571
4 P 0.38934 -2.27571 -0.78912  1.0114
5 N -1.53913 0.48436 2.96252  0.1424
6 N 1.64006 0.03007 -1.02132  -0.0977
7 N -3.58990 0.77362 1.98214  0.1336
8 C -2.37453 0.23689 1.96473  -0.8378
9 C -1.20648 2.76298 -3.46385  -0.0657
10 C -0.29707 2.86325 -1.23607  -0.3435
11 C 2.16907 -0.80560 -1.98045  -0.3682
12 C -1.46786 -4.21097 -0.06886  -0.1121
13 C -1.54557 3.48252 1.66806  -0.1266
14 C 0.24451 4.41078 3.57106  -0.0672
15 C 2.48532 1.10801 -0.91600  -0.3791
16 C 3.33113 -0.26498 -2.47417  -0.0391
17 C 0.68845 3.57745 2.54949  -0.0796
18 C 2.01024 -2.38905 1.47097  -0.0857
19 C -0.21900 4.25257 -1.34014  -0.0810
20 C -3.16604 -5.06969 -1.53606  -0.0659
21 C -0.62886 4.88880 -2.49903  -0.0650
22 C 1.83398 -4.42793 0.20403  -0.0831
23 C -0.20326 3.10434 1.59227  -0.3712
24 C 2.14371 2.14445 0.10387  -0.2342
25 C -1.12232 4.14269 -3.56349  -0.0658
26 C 3.53272 0.96474 -1.79307  -0.0385
27 C -0.79494 2.12478 -2.30287  -0.0849
28 C -1.58089 -3.46194 -2.35542  -0.0809
29 C 1.40541 -2.05572 -2.29081  -0.2106
30 C 2.71277 -5.04718 1.07603  -0.0616
31 C 2.89040 -3.01084 2.34496  -0.0686
32 C 3.24081 -4.33718 2.14836  -0.0648
33 C 1.47738 -3.09274 0.39865  -0.3409
34 C -2.67521 -4.28535 -2.56958  -0.0676
35 C -0.96074 -3.43005 -1.10682  -0.3834
36 C -1.08895 4.77559 3.64213  -0.0719
37 C -1.98572 4.31286 2.68326  -0.0778
38 C -2.56331 -5.03053 -0.28655  -0.0645
39 H -1.43034 5.43197 4.43148  0.1104
40 H -0.99829 -4.18828 0.90676  0.1092
41 H -1.59000 2.18011 -4.29067  0.1093
42 H -0.86156 1.04417 -2.23105  0.0855
43 H 0.76979 -1.95300 -3.17295  0.0842
44 H 3.96160 -0.69587 -3.23459  0.1031
45 H -4.01874 -5.71389 -1.70500  0.1104
46 H 1.42097 -4.98775 -0.62714  0.1162
47 H 2.60699 1.93232 1.07180  0.0854
48 H -3.94493 1.28356 2.77537  0.1259
49 H -3.14272 -4.31538 -3.54459  0.1104
50 H 0.16069 4.84327 -0.51434  0.1127
51 H 3.30842 -2.45652 3.17480  0.1079
52 H -4.20861 0.58769 1.21134  0.1105
53 H 2.04397 -2.93000 -2.43055  0.1032
54 H 4.35020 1.65410 -1.92768  0.1030
55 H 0.94895 4.78054 4.30418  0.1116
56 H -0.64031 0.03498 2.95703  0.1042
57 H -3.02312 4.62001 2.72088  0.1089
58 H -2.23968 3.15412 0.90101  0.1092
59 H -1.21022 -2.85370 -3.17048  0.0984
60 H -1.43993 4.64027 -4.47009  0.1102
61 H 2.42332 3.15528 -0.19954  0.1055
62 H 3.92957 -4.82073 2.82820  0.1106
63 H -1.74806 1.13503 3.70373  0.1274
64 H 1.73533 3.30922 2.50820  0.0968
65 H 1.75136 -1.34480 1.61179  0.0836
66 H -2.94502 -5.64221 0.51999  0.1108
67 H 2.98715 -6.08174 0.92000  0.1113
68 H -0.56334 5.96600 -2.57375  0.1101

---

Question: What is the relative energy (zero: lowest compared OMol25 entry of this formula, charge and spin) in the third record?
Answer: 0.0 kcal per mole